# 1
{
  "formula": "C22H18CdF9O2",
  "method": "wB97M-V/def2-TZVPD",
  "species": ["C", "C", "C", "H", "C", "C", "H", "H", "H", "H", "C", "C", "C", "H", "C", "C", "H", "H", "H", "H", "Cd", "O", "C", "C", "H", "H", "H", "H", "C", "C", "C", "H", "C", "H", "C", "H", "C", "H", "F", "C", "F", "F", "C", "O", "C", "F", "F", "F", "C", "F", "F", "F"],
  "xyz": [[-2.7882, 0.5269, -0.0762], [-2.0254, 1.0361, -1.1972], [-1.7158, -0.0367, -2.0483], [-1.7707, 2.0781, -1.3612], [-2.1945, -1.2463, -1.4435], [-2.7996, -0.9239, -0.2141], [-3.2541, -1.6210, 0.4987], [-3.5414, 1.0933, 0.4819], [-1.2343, 0.0224, -3.0206], [-2.1486, -2.2366, -1.8963], [1.8416, 0.6412, 0.1046], [1.4839, 1.9658, 0.1160], [0.7631, 2.2956, 1.3676], [1.6261, 2.7091, -0.6572], [0.6242, 0.9173, 2.0694], [1.3715, 0.0052, 1.2932], [1.5554, -1.0409, 1.5413], [2.4273, 0.1410, -0.6676], [1.2587, 3.0365, 2.0137], [0.6166, 0.9195, 3.1619], [-1.5371, 0.6111, 1.7330], [1.1537, -2.3019, -1.3224], [1.3485, -2.4076, -2.7557], [0.7369, -3.5233, -1.9340], [0.6622, -1.7990, -3.3526], [2.3840, -2.5252, -3.0849], [-0.3501, -3.6307, -2.0501], [-0.1590, -6.0892, -1.9555], [0.8705, -6.0153, -1.5967], [1.4906, -4.7429, -1.5935], [2.8614, -4.6548, -1.2716], [3.3856, -3.7045, -1.3722], [3.5375, -5.7862, -0.8037], [4.5774, -5.6881, -0.4752], [2.8941, -7.0314, -0.7421], [3.4288, -7.9115, -0.3737], [1.5602, -7.1466, -1.1691], [1.0586, -8.1207, -1.1526], [-2.8035, 3.0389, 2.7736], [-1.7108, 3.8714, 2.8565], [-2.1103, 5.0254, 3.4250], [-0.8336, 3.2557, 3.6999], [-1.0766, 4.0816, 1.4692], [-0.5961, 2.8366, 0.9451], [-2.1883, 4.4956, 0.4730], [-2.9518, 5.5296, 0.8961], [-1.6434, 4.8192, -0.7280], [-3.0290, 3.4498, 0.2393], [-0.0095, 5.2138, 1.4817], [-0.5826, 6.4380, 1.5113], [0.8152, 5.1117, 2.5642], [0.7731, 5.1323, 0.3717]],
  "gap_ev": [5.05, 4.25],
  "total_energy_ev": -56218.858,
  "charge": -1,
  "e_lumo_ev": [2.686, 2.687],
  "e_above_lowest_kcal_mol": 10.57
}

---

# 2
{
  "formula": "C3H8NO2",
  "method": "wB97M-V/def2-TZVPD",
  "species": ["O", "C", "O", "H", "H", "C", "C", "N", "H", "H", "H", "H", "H", "H"],
  "xyz": [[-0.5053, 0.4552, 1.6999], [-1.3513, -0.3344, 2.0517], [-1.4754, -1.5438, 1.5156], [-2.1278, -0.0030, 2.7387], [-1.7864, -2.1517, 2.1950], [0.0570, 1.0275, -1.8506], [1.8150, -0.2773, -0.5966], [0.6275, 0.2481, -0.7100], [0.2855, 0.5406, -2.8019], [0.6141, 1.9522, -1.8774], [-1.0153, 1.0808, -1.6675], [2.7870, 0.2238, -0.6622], [1.8374, -1.3367, -0.3193], [0.2380, 0.1188, 0.2847]],
  "gap_ev": 9.52,
  "total_energy_ev": -8816.623,
  "charge": 1,
  "e_lumo_ev": -5.777,
  "e_above_lowest_kcal_mol": 76.78
}

---

# 3
{
  "formula": "C6H9O5P",
  "method": "wB97M-V/def2-TZVPD",
  "species": ["C", "C", "C", "C", "C", "C", "O", "O", "O", "O", "O", "P", "H", "H", "H", "H", "H", "H", "H", "H", "H"],
  "xyz": [[-2.2941, -2.0250, -0.9440], [-2.1927, -0.9316, -0.2393], [-0.3160, -0.8947, 0.7069], [1.9040, -0.0271, 0.6348], [0.2158, 0.7976, -1.1517], [0.5333, -0.1373, 0.0210], [-4.7240, -0.0657, 0.5121], [-2.6192, 1.1010, 1.5544], [-1.2885, -2.9846, -1.0368], [-3.1827, 1.5232, -0.7681], [-0.2450, -1.5666, 1.7584], [-3.3637, 0.4081, 0.1996], [-3.2212, -2.4487, -1.4422], [1.9332, 0.6916, 1.4277], [2.5917, 0.3579, -0.0972], [2.3920, -0.9193, 1.0358], [-0.7708, 1.1743, -0.9248], [0.9357, 1.4855, -0.9372], [0.2412, 0.3179, -2.1849], [-1.6337, 0.9354, 1.4737], [-0.8208, -2.7800, -0.1732]],
  "gap_ev": 6.29,
  "total_energy_ev": -25893.516,
  "charge": -2,
  "e_lumo_ev": 6.075,
  "e_above_lowest_kcal_mol": 31.44
}